ORCA calculation (ωB97M-V/def2-TZVPD) on a 8-piece molecular cluster, C12H28Cl8N4O8 overall at a distorted geometry.

Positions of all 60 atoms, in Å:
C  3.6922  1.6592  0.7996
N  4.4714  0.5114  1.2652
O  4.2023  0.0764  2.3285
O  5.2255  -0.0892  0.4751
H  2.6516  1.5195  1.0873
H  3.8074  1.8961  -0.2386
H  4.1303  2.5018  1.4112
C  1.4895  2.4702  -2.7385
N  0.6912  1.5235  -1.9189
O  -0.0373  0.8084  -2.4872
O  0.8686  1.6133  -0.7055
H  2.1375  2.9661  -2.0240
H  0.9643  3.2988  -3.0952
H  2.1302  1.9196  -3.4840
C  1.0797  -2.4165  4.8965
N  -0.4318  -2.2240  5.0922
O  -1.1104  -3.2573  5.1455
O  -0.8923  -1.1166  5.1700
H  1.1886  -3.1276  4.1287
H  1.3761  -2.7166  5.8625
H  1.5578  -1.4735  4.7984
C  3.6403  -2.1094  -2.8579
N  3.6672  -0.6058  -2.6150
O  2.7864  -0.1014  -1.9417
O  4.5293  0.0360  -3.1666
H  3.2534  -2.2541  -3.8690
H  2.9824  -2.5032  -2.0747
H  4.6607  -2.4159  -2.8423
Cl  -2.5873  -3.3722  -7.1134
C  -3.0414  -3.9030  -5.4151
C  -1.8765  -3.9918  -4.5528
Cl  -1.2072  -2.3302  -3.9609
H  -3.5064  -4.8682  -5.6963
H  -3.6846  -3.1928  -5.0128
H  -1.0610  -4.3920  -5.1102
H  -2.0799  -4.5284  -3.5829
Cl  -4.8713  -0.5756  1.5495
C  -4.7108  -1.8546  2.7668
C  -3.8290  -1.3320  3.8950
Cl  -4.4966  -0.0443  4.9144
H  -4.2718  -2.7486  2.3048
H  -5.7493  -1.9948  3.0606
H  -2.7891  -1.0646  3.5696
H  -3.7197  -2.1021  4.6785
Cl  0.0990  -2.0924  1.7281
C  -0.1669  -0.8343  0.6464
C  -1.3085  0.0157  1.0778
Cl  -0.8286  0.9890  2.6274
H  -0.4565  -1.0277  -0.3460
H  0.7436  -0.1517  0.6514
H  -2.2128  -0.5472  1.4206
H  -1.7284  0.8518  0.3899
Cl  1.3841  6.6878  -0.5814
C  0.0119  5.8473  0.2659
C  -1.3979  6.3191  -0.2704
Cl  -1.9519  5.3399  -1.6350
H  0.0985  6.1688  1.3469
H  0.0437  4.7883  -0.0091
H  -1.3788  7.3683  -0.4773
H  -2.1805  6.1832  0.4684

Its spin multiplicity is 1. For the HOMO energy, the calculation gives -10.20 eV. Its total energy is -135405.72491 eV. The structure (SMILES) is C[N+](=O)[O-].C[N+](=O)[O-].C[N+](=O)[O-].C[N+](=O)[O-].ClCCCl.ClCCCl.ClCCCl.ClCCCl. The frontier orbital gap is 10.1 eV.

Atomic partial charges in e from the natural (NBO) method, atoms 1 to 5:
1 C -0.487
2 N 0.532
3 O -0.354
4 O -0.417
5 H 0.253